# 1
{"formula": "C7H10ClN2O", "method": "wB97M-V/def2-TZVPD", "species": ["C", "C", "C", "C", "C", "C", "C", "N", "N", "O", "Cl", "H", "H", "H", "H", "H", "H", "H", "H", "H", "H"], "coordinates": [[-2.634, 0.268, -0.568], [-1.303, 2.163, -0.998], [-1.518, -0.454, -0.290], [-0.202, 1.477, -0.625], [-2.610, 1.634, -0.933], [0.562, -1.528, 2.282], [3.018, -0.985, -0.363], [-0.265, 0.180, -0.352], [0.777, -0.584, -0.277], [1.953, -0.067, -0.360], [-4.016, 2.572, -1.157], [-3.656, -0.119, -0.495], [-1.230, 3.323, -1.108], [-1.421, -1.519, -0.266], [0.742, 1.889, -0.675], [0.549, -0.408, 2.481], [-0.262, -2.226, 2.220], [1.476, -2.040, 2.326], [3.643, -1.043, -1.302], [2.672, -1.959, 0.078], [3.722, -0.574, 0.381]], "atomic_forces_ev_per_a": [[-1.889, 0.598, 0.015], [-2.029, 4.097, 0.349], [1.330, 0.527, -0.907], [-0.813, 0.287, -0.623], [1.940, -0.536, 0.515], [-0.518, 1.647, 0.048], [1.941, -1.596, 1.330], [-1.642, 0.615, -0.313], [0.277, -5.077, 0.588], [-0.512, 3.225, -0.765], [0.550, -0.441, -0.039], [0.677, -0.620, 0.001], [0.137, -2.385, -0.195], [-0.285, -0.359, 0.556], [1.823, 0.856, 0.097], [-0.350, -1.925, -0.189], [-0.460, 0.660, 0.056], [1.354, -0.270, 0.110], [-1.537, 0.016, 0.584], [0.288, 0.773, -0.995], [-0.282, -0.091, -0.223]], "mulliken_charge": [-0.512, -0.573, -0.274, -0.049, 0.574, -0.960, -0.552, 0.622, -0.748, -0.064, -0.100, 0.384, 0.288, 0.512, 0.571, 0.323, 0.342, 0.361, 0.277, 0.318, 0.259], "homo_lumo_gap_ev": [8.10, 6.31], "lumo_ev": [-4.41, -5.77], "relative_energy_kcal_mol": 118.1, "charge": 1, "e_homo_ev": [-12.5, -12.1]}



# 2
{"formula": "C7H10ClN3O2", "method": "wB97M-V/def2-TZVPD", "species": ["C", "C", "C", "C", "C", "C", "C", "N", "N", "N", "O", "O", "Cl", "H", "H", "H", "H", "H", "H", "H", "H", "H", "H"], "coordinates": [[-0.850, -2.300, 0.240], [1.239, -0.993, -0.167], [-1.522, -1.223, -0.263], [-2.845, 1.532, 0.514], [0.611, -2.136, 0.690], [-0.961, 0.092, -0.090], [1.094, 1.456, 0.197], [0.401, 0.168, -0.118], [-3.474, 2.266, -0.432], [-1.567, 1.174, 0.148], [-3.269, 1.173, 1.610], [2.282, 1.617, -0.416], [-3.100, -1.434, -0.794], [-1.162, -3.350, 0.129], [2.353, -0.765, 0.125], [0.805, -1.886, 1.831], [1.108, -3.065, 0.417], [1.427, -1.133, -1.276], [1.229, 1.492, 1.303], [0.188, 2.151, -0.020], [-2.933, 2.210, -1.278], [-4.316, 2.718, -0.204], [2.285, 1.925, -1.306]], "atomic_forces_ev_per_a": [[0.827, 0.981, -0.685], [2.122, -0.430, -0.738], [1.095, -3.370, 1.670], [0.001, -2.124, 1.400], [0.411, 1.023, 0.058], [1.100, 1.396, 0.455], [-4.396, 0.359, 0.982], [1.398, 0.651, 0.500], [1.534, -0.868, 0.336], [-0.320, 1.168, -0.512], [-0.408, 0.938, -0.685], [1.648, -0.325, 0.609], [-1.206, 0.256, -0.658], [-0.484, 0.831, 0.250], [-2.303, -0.058, 0.148], [-0.714, -0.627, -2.253], [0.200, -0.069, 0.415], [-0.534, -1.192, 1.037], [0.290, 0.005, -0.731], [2.147, -0.273, 0.102], [-0.871, 0.882, -0.420], [-0.910, 0.508, -0.339], [-0.627, 0.338, -0.939]], "mulliken_charge": [-0.539, -0.748, 0.281, 0.423, -0.562, 0.591, -0.419, 0.071, -0.339, -0.456, -0.631, -0.475, -0.197, 0.353, 0.356, 0.248, 0.364, 0.295, 0.283, 0.332, 0.234, 0.219, 0.316], "homo_lumo_gap_ev": 8.94, "lumo_ev": 0.27, "relative_energy_kcal_mol": 10.7, "smiles": "NC(=O)/N=C1\\C(Cl)=CCCN1CO", "e_homo_ev": -8.7}



# 3
{"formula": "C7H10F6N4OS", "method": "wB97M-V/def2-TZVPD", "species": ["C", "H", "H", "H", "C", "H", "H", "C", "N", "C", "O", "N", "N", "C", "N", "H", "H", "S", "H", "H", "H", "C", "F", "F", "F", "C", "F", "F", "F"], "coordinates": [[-2.596, -2.415, -0.127], [-3.267, -2.148, 0.685], [-3.114, -3.112, -0.780], [-1.724, -2.915, 0.283], [-2.178, -1.199, -0.944], [-3.059, -0.656, -1.292], [-1.603, -1.534, -1.808], [-1.295, -0.210, -0.162], [-0.046, -0.758, 0.305], [0.798, -1.562, -0.437], [0.500, -2.174, -1.427], [2.033, -1.720, 0.165], [2.490, -0.825, 1.124], [3.312, 0.217, 0.741], [3.911, 0.890, 1.749], [4.380, 1.745, 1.502], [3.606, 0.783, 2.703], [3.539, 0.596, -0.839], [2.657, -1.242, 2.035], [2.732, -2.107, -0.465], [0.427, -0.206, 1.011], [-1.009, 1.022, -1.071], [-0.053, 1.802, -0.549], [-2.093, 1.787, -1.240], [-0.594, 0.660, -2.281], [-2.025, 0.301, 1.103], [-1.450, 1.406, 1.603], [-1.978, -0.601, 2.090], [-3.307, 0.586, 0.892]], "atomic_forces_ev_per_a": [[0.010, 0.138, -0.125], [-0.048, -0.057, 0.068], [-0.050, -0.111, -0.028], [0.045, -0.103, 0.070], [0.042, -0.085, 0.068], [0.095, 0.018, 0.004], [-0.148, 0.175, 0.119], [-0.155, 0.210, -0.404], [0.232, 0.152, 0.034], [-0.562, 0.491, 0.752], [0.097, -0.287, -0.510], [0.711, -0.283, 0.346], [-0.024, -0.284, 0.156], [0.077, 0.125, -0.345], [-0.180, -0.170, 0.233], [-0.015, -0.090, -0.017], [-0.019, 0.009, 0.007], [0.085, 0.156, -0.313], [-0.043, 0.013, -0.266], [-0.105, 0.240, 0.157], [-0.093, -0.100, -0.167], [0.124, 0.143, 0.088], [0.157, 0.058, 0.068], [-0.311, 0.037, 0.064], [0.106, -0.296, -0.165], [-0.027, -0.039, 0.299], [0.183, 0.250, -0.009], [0.007, -0.303, 0.068], [-0.190, -0.006, -0.249]], "mulliken_charge": [-1.308, 0.319, 0.445, 0.282, -1.068, 0.532, 0.538, 0.735, -0.207, 0.256, -0.589, -0.247, -0.311, 0.422, -0.444, 0.228, 0.209, -0.363, 0.203, 0.321, 0.508, 0.539, -0.259, -0.275, -0.257, 0.596, -0.280, -0.257, -0.267], "homo_lumo_gap_ev": 9.18, "lumo_ev": 0.29, "smiles": "CCC(NC(=O)NNC(N)=S)(C(F)(F)F)C(F)(F)F", "e_homo_ev": -8.9}



# 4
{"formula": "C7H10FN", "method": "wB97M-V/def2-TZVPD", "species": ["C", "C", "C", "C", "C", "C", "C", "N", "F", "H", "H", "H", "H", "H", "H", "H", "H", "H", "H"], "coordinates": [[2.163, 2.065, 1.813], [1.151, 1.215, 1.676], [-1.159, -0.637, -1.514], [1.093, -0.951, 0.432], [0.913, 0.554, 0.348], [-0.241, -0.402, 0.163], [-2.622, -0.973, -1.268], [-0.486, -0.550, -2.598], [-1.228, -0.309, 1.035], [2.404, 2.387, 2.763], [3.031, 2.065, 1.070], [0.453, 0.943, 2.413], [1.405, -1.405, -0.532], [1.395, -1.369, 1.343], [1.379, 1.151, -0.452], [-2.951, -0.286, -0.470], [-2.529, -1.872, -0.629], [-3.181, -1.234, -2.158], [-0.988, -0.392, -3.435]], "atomic_forces_ev_per_a": [[1.192, -1.789, -1.642], [0.147, 0.281, -2.290], [2.327, 0.213, 0.652], [-0.431, -0.318, -2.890], [0.634, 0.395, -0.129], [-0.941, 0.828, -4.179], [1.986, -0.256, 1.874], [0.260, 0.630, 3.475], [-1.194, -0.339, 1.802], [0.399, 1.096, 1.810], [-1.652, 0.468, 0.706], [-0.646, 0.109, 1.260], [0.397, 0.043, 0.989], [0.286, -0.701, 1.119], [-0.477, -0.773, -0.010], [-0.751, 0.158, -1.081], [-0.183, -0.121, -0.483], [-0.290, 0.605, 0.046], [-1.066, -0.531, -1.030]], "mulliken_charge": [-0.814, -0.304, 0.496, -0.837, -0.294, 0.654, -1.121, -0.626, -0.351, 0.357, 0.233, 0.390, 0.273, 0.345, 0.373, 0.319, 0.297, 0.364, 0.246], "homo_lumo_gap_ev": 9.88, "lumo_ev": 1.02, "relative_energy_kcal_mol": 79.7, "e_homo_ev": -8.9}